(1)
Here is a 15-piece molecular cluster, CH28F3O17S overall in a non-equilibrium geometry from the OMol25 dataset. Energies are from ωB97M-V/def2-TZVPD.

Atoms and positions in Å:
1 C -0.5692 -1.3993 -0.4945
2 F -1.8850 -1.4084 -0.1875
3 F 0.0843 -2.3848 0.1334
4 F -0.4099 -1.4435 -1.7994
5 S 0.1523 0.2933 0.1591
6 O -0.1637 0.2430 1.6051
7 O 1.5942 0.2146 -0.1328
8 O -0.5106 1.4057 -0.5649
9 O 2.3871 -3.5157 -2.4640
10 H 1.7510 -2.8030 -2.4036
11 H 2.2365 -3.8992 -3.3279
12 O -0.5536 2.5178 -3.8097
13 H -0.7472 3.4534 -3.7512
14 H 0.0405 2.3495 -3.0783
15 O -2.9146 2.4365 -0.2221
16 H -1.9797 2.2688 -0.3407
17 H -3.3435 1.8680 -0.8617
18 O 3.8293 0.2202 -1.7156
19 H 3.0704 0.0732 -1.1511
20 H 4.3431 -0.5840 -1.6411
21 O -2.4661 -1.6444 3.0965
22 H -2.7352 -0.8729 2.5979
23 H -2.6741 -1.4273 4.0053
24 O 3.8243 1.2031 1.4818
25 H 4.4361 0.6495 1.9672
26 H 3.2036 0.5887 1.0900
27 O 2.0317 2.7936 -2.0389
28 H 1.7206 1.9917 -1.6189
29 H 2.5075 3.2566 -1.3493
30 O -4.1779 0.3272 -1.9490
31 H -4.9433 0.1478 -2.4951
32 H -4.1475 -0.4031 -1.3309
33 O -0.8392 -4.9224 1.8385
34 H -1.2145 -5.1941 2.6761
35 H -0.5147 -4.0360 1.9971
36 O 2.4515 -1.2023 3.1746
37 H 3.0195 -0.6004 3.6556
38 H 1.6507 -0.7022 3.0170
39 O -2.3230 -2.3152 -4.5332
40 H -2.2530 -1.7074 -3.7970
41 H -3.1107 -2.0366 -5.0003
42 O 0.0472 0.8716 4.2523
43 H -0.5386 1.5752 4.5318
44 H -0.2962 0.5970 3.4020
45 O 2.6254 3.5854 0.5315
46 H 2.8614 2.6639 0.6381
47 H 3.4607 4.0332 0.3977
48 O -2.9338 0.6971 2.0647
49 H -2.0031 0.7494 2.2823
50 H -3.0811 1.4270 1.4633

Calculated values
E_HOMO (alpha / beta) (eV): -11.19 / -11.19
DFT total energy (Eh): -2031.6158
2S+1: 2
Energy above the lowest of the compared OMol25 structures with the same formula, charge and spin (kcal/mol): 0.00

Atomic partial charges in e from the Mulliken method, atoms 1 to 6:
1. C 0.5414
2. F -0.1546
3. F -0.1341
4. F -0.1629
5. S 0.8892
6. O -0.5255

(2)
Here is a 3-piece molecular cluster, CH2BNO overall in a non-equilibrium geometry from the OMol25 dataset. Energies are from ωB97M-V/def2-TZVPD.

Atoms and positions in Å:
1 B -1.6780 -0.9756 -0.1337
2 C -2.6366 -0.0512 -0.0854
3 N -3.5566 0.5196 0.3057
4 O -0.6905 -1.5429 -0.2500
5 H 0.8183 0.4138 1.0039
6 H -0.3456 0.4510 1.1373

Calculated values
E_HOMO (eV): -12.20
DFT total energy (Eh): -194.0478
2S+1: 1
Energy above the lowest of the compared OMol25 structures with the same formula, charge and spin (kcal/mol): 88.29

Listed below, in e, are the Mulliken charges computed for each atom:
1. B 0.1096
2. C 0.5646
3. N -0.3052
4. O -0.3689
5. H 0.1485
6. H -0.1487